Record 1
ORCA calculation (ωB97M-V/def2-TZVPD) on C41H52GeKN9O6S as an isolated structure at a distorted geometry.

```
111
Properties=species:S:1:pos:R:3
C 2.612 -2.254 -2.964
H -1.566 0.325 6.211
H -2.248 2.011 2.953
H 2.758 -3.050 -4.968
C -1.869 1.769 3.946
C 1.773 2.845 -1.083
H -7.187 0.181 0.167
N 0.982 2.294 1.121
H 2.913 4.945 0.308
C 0.173 -2.915 -5.700
C 1.821 2.145 -3.682
H 5.066 -2.017 0.978
C 1.552 3.533 3.047
H 1.995 -1.369 -1.078
C -3.402 -1.844 -5.220
H 3.642 -2.353 -2.699
H -0.955 2.349 4.104
H -2.170 4.196 -0.714
H -0.172 1.425 -3.285
O -3.608 -0.954 0.341
O 3.535 6.428 1.996
C -1.511 -1.685 -3.768
C 3.291 -1.090 1.851
C -2.065 -2.083 -4.968
H -0.299 -4.732 3.558
H -3.787 -2.165 -6.171
H 1.053 -3.927 0.150
H 5.811 2.588 -3.065
C -2.864 -0.531 3.866
C -3.822 0.240 0.174
H 3.654 5.258 3.694
C -2.139 -4.167 1.585
H 3.108 1.044 1.875
H -4.029 -0.269 -2.327
H -2.516 -4.080 2.627
O -0.351 -2.651 1.970
C -5.439 1.973 -0.105
C 2.925 5.636 2.981
O 5.310 3.390 -3.242
H -0.904 -1.188 5.486
C -4.478 2.889 -0.304
H -3.359 -0.259 2.937
H -1.160 2.802 -0.450
K -0.435 -0.492 -0.223
C -0.959 -0.101 5.398
N -2.850 1.163 -0.017
H -0.523 -3.516 -0.572
H 1.484 3.638 4.127
C -0.023 -4.167 0.171
H 3.800 -3.163 1.468
H -0.328 -5.990 2.314
C 1.701 3.157 0.379
N -1.625 -3.204 -7.106
O 1.878 -1.316 1.699
C 0.784 -2.478 -4.463
C -0.069 -1.918 -3.523
H -2.629 -3.394 0.986
C -6.252 -0.279 0.440
S -0.296 -3.863 -7.827
C 0.011 -4.976 2.547
N -2.220 -1.063 -2.830
C 2.959 2.774 -3.143
H 4.317 2.270 -4.698
H -4.749 3.929 -0.451
C 1.699 -1.715 -2.058
H 1.099 -4.949 2.484
N 0.697 2.269 -1.615
C -4.121 -1.142 -4.292
C -0.621 -3.994 1.569
H 3.162 0.360 0.263
H -6.499 2.225 -0.094
C -3.122 2.430 -0.256
H -2.630 2.063 4.669
N 0.408 -1.568 -2.325
H -0.139 -5.198 -0.188
H 4.090 7.094 2.384
C 3.747 -1.108 3.326
C 3.596 0.282 1.267
C 2.346 4.261 0.923
H 4.793 -0.820 3.343
C -3.497 -0.798 -3.099
H -6.232 -0.529 1.511
Ge 0.993 -2.176 3.082
H 3.123 -0.395 3.876
C 2.254 4.479 2.314
H -5.162 -0.862 -4.452
C 2.138 -2.639 -4.188
H 1.826 1.859 -4.723
H 2.190 6.226 3.548
H -0.011 0.595 2.890
H 3.643 -2.092 3.780
N 0.797 -3.535 -6.671
O -0.695 -0.138 2.975
H -2.407 -5.155 1.180
C 0.715 1.935 -2.917
C -1.612 0.263 4.065
H -3.507 -0.365 4.736
C 4.169 3.096 -3.996
N -2.066 3.249 -0.405
C 0.947 2.474 2.382
C 3.972 -2.175 1.037
C 2.910 3.126 -1.813
H 0.031 0.349 5.445
H 3.587 -2.159 0.011
H 3.963 3.976 -4.596
N -5.156 0.668 0.138
C -1.227 -2.720 -5.936
H 4.676 0.459 1.244
H -2.620 -1.591 3.812
H -6.054 -1.193 -0.123
H 3.757 3.584 -1.315
```

Strongest force on any atom = 1.6 eV Å⁻¹
Energy relative to the best compared isomer or geometry (same formula, charge and spin) = 0.0 kJ/mol
Spin multiplicity = 2
Kohn-Sham gap (alpha / beta) = 8.24 / 7.65 eV
Net charge = +1



Record 2
ORCA calculation (ωB97M-V/def2-TZVPD) on one molecule with the formula C5H10S at a distorted geometry.

```
16
Properties=species:S:1:pos:R:3
H 0.151 -0.126 1.127
H -0.677 1.381 -1.214
H 3.593 -1.130 -0.074
H 1.833 0.146 -1.419
C 0.199 -0.012 0.109
C -2.440 -0.493 0.241
H -3.231 -1.300 0.180
C 2.502 -0.958 0.218
H -2.628 0.299 -0.520
S -0.820 -1.310 -0.488
H -0.829 1.934 0.493
H 0.769 1.926 -0.382
H 2.386 -1.374 1.227
H -2.253 -0.126 1.195
C 1.623 -0.266 -0.457
C -0.180 1.409 -0.239
```

Strongest force on any atom = 4.5 eV Å⁻¹
SMILES = C=C[C@@H](C)SC
Energy relative to the best compared isomer or geometry (same formula, charge and spin) = 157.2 kJ/mol
Kohn-Sham gap = 9.54 eV
Net charge = 0



Record 3
ORCA calculation (ωB97M-V/def2-TZVPD) on a 2-piece molecular cluster, C2HO8S2 overall at a distorted geometry.

```
13
Properties=species:S:1:pos:R:3
O 0.224 -2.083 -0.956
C -1.764 0.025 2.046
O 0.952 0.469 -1.121
O 0.859 -0.637 0.913
O -1.093 -0.727 -2.325
O -1.525 -0.899 1.425
H 0.762 -2.206 -0.134
S 1.330 0.596 0.307
O 0.362 1.739 0.801
C -0.937 1.945 0.327
O -1.309 1.350 -0.674
O 2.701 0.997 0.377
S -0.562 -0.570 -0.985
```

Strongest force on any atom = 4.6 eV Å⁻¹
Energy relative to the best compared isomer or geometry (same formula, charge and spin) = 83.1 kJ/mol
Kohn-Sham gap = 7.55 eV
Net charge = -1



Record 4
ORCA calculation (ωB97M-V/def2-TZVPD) on one molecule with the formula C4H6S.

```
11
Properties=species:S:1:pos:R:3
H -2.216 -0.953 -1.295
C 0.153 -0.026 1.173
H -0.730 -0.091 -1.887
H -0.019 0.569 2.068
C 1.178 0.522 0.285
H 1.615 -0.107 -0.472
S -2.062 1.309 -0.309
H 0.332 -1.063 1.457
C -1.121 0.014 0.325
C -1.445 -0.222 -1.084
H 1.185 1.580 0.080
```

Strongest force on any atom = 0.8 eV Å⁻¹
Energy relative to the best compared isomer or geometry (same formula, charge and spin) = 330.0 kJ/mol
Kohn-Sham gap (alpha / beta) = 7.70 / 8.43 eV
Net charge = 0



- The lowest strongest force on any atom belongs to which entry?
  C4H6S